The following is a DFT calculation (ωB97M-V/def2-TZVPD) of a structure of composition C28H42IrN4O2Si3.

Each line ends with the Mulliken charge.
Geometry (Å):
Ir -0.321 -0.015 -0.401  2.656
C -2.223 2.440 1.538  -1.221
Si -2.251 0.634 2.031  0.494
C -3.687 -0.198 1.190  -0.793
C -2.553 0.596 3.869  -1.270
C -0.609 -0.274 1.612  -0.679
Si 0.885 0.381 2.598  0.088
C 0.876 -0.380 4.298  -1.032
C 2.545 -0.048 1.851  -0.703
C 0.795 2.231 2.700  -1.073
Si -0.793 -2.147 1.712  -0.695
C -1.668 -2.767 3.225  -1.124
C 0.832 -3.035 1.550  -1.034
C -1.788 -2.642 0.177  0.541
C -2.634 -3.736 0.063  -0.854
C -3.265 -3.994 -1.146  -0.282
C -3.037 -3.155 -2.224  -1.023
C -2.187 -2.079 -2.058  -0.099
N -1.587 -1.840 -0.890  -0.125
H -3.076 2.661 0.888  0.435
H -1.312 2.748 1.027  0.229
H -2.316 3.066 2.428  0.533
H -4.588 0.379 1.424  0.517
H -3.855 -1.216 1.547  0.261
H -3.596 -0.228 0.102  0.005
H -3.521 1.075 4.051  0.380
H -1.803 1.164 4.422  0.325
H -2.597 -0.413 4.280  0.312
H 1.039 -1.460 4.245  0.270
H -0.050 -0.202 4.845  0.295
H 1.700 0.042 4.881  0.432
H 2.831 -1.082 2.053  0.332
H 3.297 0.603 2.308  0.517
H 2.580 0.108 0.774  -0.299
H -0.079 2.579 3.254  0.276
H 0.759 2.676 1.701  0.307
H 1.685 2.614 3.208  0.478
H -1.177 -2.406 4.131  0.384
H -1.621 -3.860 3.240  0.455
H -2.716 -2.468 3.264  0.371
H 1.465 -2.916 2.432  0.345
H 1.391 -2.694 0.674  0.180
H 0.627 -4.103 1.429  0.441
H -2.807 -4.374 0.921  0.430
H -3.935 -4.839 -1.245  0.451
H -3.519 -3.316 -3.178  0.439
H -1.997 -1.376 -2.858  0.499
O -3.840 0.572 -2.097  -0.580
C -2.949 1.377 -2.055  -0.303
N -1.640 1.144 -1.585  0.530
C -0.913 2.292 -1.673  0.316
O 0.241 2.297 -1.229  -0.690
C -1.734 3.374 -2.262  0.099
C -1.462 4.698 -2.531  -0.457
C -2.504 5.463 -3.049  -0.525
C -3.761 4.907 -3.277  -0.506
C -4.023 3.567 -2.993  -0.508
C -2.985 2.820 -2.483  0.212
H -0.484 5.124 -2.348  0.513
H -2.337 6.508 -3.277  0.413
H -4.549 5.530 -3.679  0.418
H -4.997 3.128 -3.163  0.516
N 1.431 -0.733 -1.380  -0.648
C 2.483 -0.603 -1.854  0.684
N 3.661 -0.473 -2.375  -0.062
C 4.632 0.497 -1.815  -0.739
C 5.810 -0.254 -1.219  -0.458
C 6.416 -1.218 -2.239  -0.707
C 5.363 -2.189 -2.774  -0.502
C 4.184 -1.438 -3.370  -0.830
H 4.116 1.117 -1.085  0.436
H 4.952 1.136 -2.640  0.327
H 5.468 -0.809 -0.339  0.230
H 6.550 0.470 -0.878  0.370
H 7.241 -1.770 -1.790  0.341
H 6.837 -0.645 -3.072  0.320
H 5.002 -2.826 -1.961  0.278
H 5.785 -2.844 -3.537  0.352
H 3.374 -2.097 -3.672  0.442
H 4.492 -0.856 -4.242  0.346

Properties
HOMO level (spin up / spin down): -10.5926 / -11.8513 eV
Gap between HOMO and LUMO (spin up / spin down): 8.092 / 7.440 eV
Total charge: +1
2S+1: 5



The following is a DFT calculation (ωB97M-V/def2-TZVPD) of a structure of composition C28H42MnN2O9P2.

Each line ends with the Mulliken charge.
Geometry (Å):
Mn -0.369 -0.149 -0.463  0.070
C -5.545 -0.578 -1.123  -0.406
O -5.719 -1.248 0.134  -0.491
C -4.858 -0.806 1.095  -0.296
C -5.289 -0.546 2.335  -1.107
C -4.425 -0.201 3.485  -0.646
C -3.183 0.296 3.571  -0.890
C -2.250 0.813 2.495  1.624
C -0.866 0.250 2.721  -1.631
N -0.075 0.016 1.767  1.516
N 1.237 -0.345 2.126  -1.490
C 1.925 -0.540 1.046  0.824
O 1.461 -0.478 -0.183  -0.908
C 3.373 -0.877 1.167  0.245
C 4.124 -1.107 0.021  -0.324
C 5.476 -1.413 0.122  -0.700
C 6.078 -1.491 1.369  -0.372
C 5.327 -1.263 2.517  -0.628
C 3.980 -0.956 2.418  -0.291
C -3.435 -0.637 0.779  1.558
O -2.025 0.212 -1.144  -1.392
H -6.420 -0.817 -1.723  0.359
H -4.639 -0.915 -1.628  0.246
H -5.499 0.502 -0.974  0.019
H -6.344 -0.691 2.538  0.516
H -4.891 -0.409 4.444  0.417
H -2.790 0.393 4.580  0.414
H -0.514 0.136 3.750  0.319
H 3.642 -1.043 -0.944  0.432
H 6.057 -1.589 -0.774  0.393
H 7.132 -1.729 1.449  0.378
H 5.796 -1.323 3.491  0.392
H 3.383 -0.773 3.302  0.436
C -3.554 4.893 -0.997  -1.220
C -3.541 4.119 0.309  0.555
C -4.923 3.604 0.670  -1.124
O -2.571 3.071 0.415  -0.402
P -2.095 1.714 -0.383  1.868
O -0.533 1.763 -0.196  -1.018
C -2.902 0.744 1.102  -0.696
P -2.547 -2.104 0.327  0.884
O -1.089 -1.959 -0.048  -1.181
O -3.315 -2.830 -0.826  0.137
C -4.254 -3.947 -0.681  1.066
C -3.469 -5.240 -0.727  -1.359
C -5.238 -3.834 -1.820  -1.454
O -2.716 -3.088 1.537  -0.152
C -1.812 -3.151 2.689  1.836
C -0.606 -3.999 2.359  -1.511
C -2.639 -3.689 3.827  -1.616
O -2.551 2.409 -1.782  0.364
C -2.067 2.016 -3.077  0.789
C -1.700 3.294 -3.804  -1.567
C -3.131 1.221 -3.802  -1.107
H -4.163 5.789 -0.845  0.520
H -3.983 4.317 -1.815  0.051
H -2.549 5.199 -1.286  0.321
H -3.224 4.816 1.088  0.236
H -5.274 2.872 -0.065  0.093
H -5.638 4.429 0.678  0.485
H -4.936 3.136 1.656  0.289
H -3.795 1.343 1.260  0.308
H -2.137 1.890 2.691  0.642
H -4.764 -3.833 0.276  0.177
H -3.006 -5.364 -1.709  0.329
H -4.147 -6.079 -0.555  0.435
H -2.691 -5.265 0.034  0.191
H -4.700 -3.693 -2.759  0.274
H -5.932 -3.009 -1.678  0.229
H -5.816 -4.758 -1.892  0.493
H -1.499 -2.132 2.917  -0.725
H -0.915 -5.018 2.113  0.333
H 0.051 -4.039 3.229  0.442
H -0.046 -3.588 1.523  0.281
H -3.022 -4.680 3.575  0.331
H -3.481 -3.029 4.039  0.313
H -2.022 -3.772 4.723  0.409
H -1.167 1.414 -2.963  0.066
H -2.583 3.921 -3.950  0.275
H -1.276 3.064 -4.784  0.447
H -0.966 3.861 -3.230  0.346
H -4.038 1.825 -3.901  0.275
H -3.370 0.309 -3.257  0.020
H -2.791 0.952 -4.805  0.436

Properties
HOMO level (spin up / spin down): -8.0660 / -8.4639 eV
Gap between HOMO and LUMO (spin up / spin down): 7.988 / 7.457 eV
Total charge: 0
2S+1: 6



The following is a DFT calculation (ωB97M-V/def2-TZVPD) of a structure of composition C28H42N3O5Ti in a non-equilibrium geometry.

Each line ends with the Mulliken charge.
Geometry (Å):
Ti 0.695 -0.776 0.483  0.115
O -1.876 1.904 -0.788  -0.695
C -0.727 1.958 -1.595  -0.178
C 0.466 2.668 -0.941  -1.043
N 1.095 1.933 0.150  1.008
C 2.534 1.818 0.013  -0.621
C 2.913 0.608 -0.869  0.435
O 3.793 0.737 -1.723  -0.826
O 2.259 -0.467 -0.631  -0.685
C 0.568 2.167 1.498  -2.008
C 0.220 0.781 2.175  1.500
O -0.365 0.844 3.329  -1.003
O -0.646 0.168 1.110  -0.372
H -1.650 1.287 -0.034  0.323
H -1.001 2.505 -2.508  0.503
H -0.397 0.948 -1.888  -0.214
H 0.114 3.654 -0.602  0.367
H 1.220 2.832 -1.721  0.516
H 2.955 1.619 0.998  0.149
H 3.000 2.721 -0.407  0.385
H -0.358 2.745 1.439  0.306
H 1.284 2.707 2.131  0.242
C 1.341 -1.698 3.867  -1.498
C 2.148 -0.571 3.191  1.115
C 2.460 0.515 4.241  -2.017
C 3.473 -1.166 2.693  -1.754
N 1.473 -0.027 2.027  1.243
H 1.832 -2.065 4.778  0.515
H 1.247 -2.518 3.153  0.077
H 0.355 -1.296 4.107  0.289
H 2.927 0.079 5.133  0.473
H 1.515 0.993 4.497  0.368
H 3.141 1.261 3.816  0.326
H 3.996 -1.693 3.498  0.421
H 4.119 -0.370 2.312  0.358
H 3.273 -1.858 1.871  0.190
C 2.392 -6.469 -1.656  -1.617
C 1.898 -5.046 -1.745  0.916
C 2.292 -4.225 -2.796  -1.079
C 1.811 -2.921 -2.878  0.808
C 2.269 -1.988 -3.967  -1.510
C 0.916 -2.466 -1.928  -0.854
C 0.576 -3.223 -0.779  0.722
C 1.067 -4.544 -0.751  -0.425
N -0.177 -2.601 0.196  0.711
C -1.269 -3.340 0.847  1.225
C -2.058 -4.178 -0.188  -1.460
C -3.270 -4.862 0.450  0.522
C -2.799 -5.793 1.571  -1.490
C -2.061 -4.972 2.631  0.396
C -3.004 -3.917 3.211  -1.558
C -3.468 -2.994 2.083  0.384
C -4.218 -3.812 1.030  -1.509
C -2.255 -2.317 1.444  -1.997
C -0.846 -4.282 2.001  -0.785
H 3.036 -6.712 -2.503  0.374
H 1.556 -7.174 -1.654  0.307
H 2.961 -6.636 -0.739  0.307
H 2.980 -4.599 -3.549  0.158
H 2.903 -2.506 -4.690  0.363
H 2.841 -1.169 -3.522  0.233
H 1.421 -1.550 -4.500  0.314
H 0.469 -1.484 -2.036  0.378
H 0.848 -5.190 0.090  0.188
H -1.408 -4.934 -0.634  0.545
H -2.380 -3.510 -0.994  0.350
H -3.798 -5.451 -0.312  0.204
H -2.131 -6.560 1.161  0.516
H -3.658 -6.308 2.020  0.523
H -1.721 -5.639 3.433  0.387
H -2.478 -3.329 3.969  0.514
H -3.865 -4.400 3.691  0.553
H -4.131 -2.225 2.491  0.315
H -4.572 -3.152 0.233  0.527
H -5.094 -4.301 1.477  0.560
H -1.730 -1.698 2.173  0.154
H -2.573 -1.642 0.645  0.403
H -0.149 -5.043 1.643  0.184
H -0.333 -3.688 2.757  -0.070

Properties
HOMO level (spin up / spin down): 0.4533 / -0.9933 eV
Gap between HOMO and LUMO (spin up / spin down): 4.072 / 5.518 eV
Total charge: -2
2S+1: 2



Taking the records one at a time from the top gives molar mass values of 743.14 667.54 548.53 g mol⁻¹.